{
  "formula": "C3H6O",
  "method": "ωB97M-V/def2-TZVPD",
  "species": ["C", "C", "C", "O", "H", "H", "H", "H", "H", "H"],
  "xyz": [[0.351826, -1.385238, 0.518837], [-0.196515, 0.025958, 0.457022], [-0.103111, 0.828762, -0.584054], [-0.604672, 2.125415, -0.515845], [-0.365852, -2.020971, 1.048310], [0.617828, -1.745102, -0.478208], [1.248889, -1.378147, 1.141538], [-0.702661, 0.421330, 1.333102], [0.366575, 0.605600, -1.522960], [-0.612308, 2.522391, -1.397740]],
  "atomic_forces_ev_per_a": [[-0.1, 0.9, 0.4], [0.1, -0.5, 0.0], [-0.4, 1.0, 0.1], [0.1, -0.2, -0.2], [0.1, -0.2, -0.5], [-0.2, -0.2, 0.2], [0.1, -0.1, -0.1], [0.1, 0.0, 0.0], [0.2, -0.4, -0.3], [0.0, -0.2, 0.3]],
  "mulliken_charge": [-0.967, -0.052, -0.210, -0.495, 0.280, 0.294, 0.256, 0.305, 0.261, 0.327],
  "lumo_energy_ev": 0.9,
  "max_force_ev_per_a": 1.12,
  "smiles": "C/C=C/O",
  "homo_ev": -8.7,
  "homo_lumo_gap_ev": 9.61,
  "e_tot_ha": -193.113085
}